Entry from OMol25: a cluster of 2 separate species, C11H14NO in total (wB97M-V/def2-TZVPD).

```
27
Properties=species:S:1:pos:R:3:nbo_charge:R:1
C -0.93 2.01 4.67 -0.0855
C 0.16 1.16 4.82 -0.2009
C -1.72 1.94 3.52 -0.2130
C 0.48 0.25 3.85 -0.0861
C -1.43 1.05 2.52 -0.0804
C -0.31 0.18 2.67 -0.3431
C -0.03 -0.67 1.65 0.8838
C 1.18 -0.42 -1.81 -0.4563
C 0.46 -0.70 -3.04 0.0899
C 0.87 -0.10 -4.36 -0.6316
C -0.98 -1.16 -2.97 -0.6173
N 1.45 -1.69 -2.50 -0.5666
O 0.20 -1.26 0.69 -0.2400
H -1.17 2.72 5.44 0.2456
H 0.77 1.22 5.71 0.2495
H -2.57 2.60 3.41 0.2510
H 1.33 -0.41 3.96 0.2452
H -2.02 1.00 1.62 0.2452
H 2.01 0.28 -1.80 0.1765
H 1.89 0.28 -4.32 0.2191
H 0.21 0.74 -4.60 0.2349
H 0.79 -0.83 -5.17 0.2161
H -1.22 -1.84 -3.79 0.2145
H -1.63 -0.30 -3.05 0.2313
H -1.18 -1.66 -2.03 0.2093
H 2.31 -1.85 -3.03 0.4076
H 1.09 -2.54 -2.07 0.4013
```

Computed properties:
**E_LUMO (spin up / spin down)**: -5.10 / -5.10 eV
**Charge**: +1
**Spin multiplicity**: 1
**Energy relative to the best compared isomer or geometry (same formula, charge and spin)**: 54.0 kcal per mole
**Kohn-Sham gap (spin up / spin down)**: 4.64 / 4.65 eV
**E_tot**: -557.1495 a.u.
**E_HOMO (spin up / spin down)**: -0.35807 / -0.35818 hartree